[1]
ORCA calculation (ωB97M-V/def2-TZVPD) on a cluster of 2 separate species, C4H5ClFN2O2 in total at a distorted geometry.

## Properties
M: 167.55 Da
ΔE to the lowest compared entry with this formula, charge and spin: 151.20 kJ/mol
HOMO level: -4.834 eV
Kohn-Sham gap: 7.8 eV
E_LUMO: 3.011 eV

ORCA input file:
```
! wB97M-V def2-TZVPD RIJCOSX def2/J DEFGRID3
* xyz -1 1
C 0.763 -0.074 0.354
H 0.150 0.690 -1.573
Cl 2.582 0.550 -0.386
C -0.222 0.710 -0.528
H 0.887 0.385 1.334
C 0.803 -1.572 0.211
H -0.124 -1.988 0.620
H 0.842 -1.886 -0.840
H 1.654 -1.961 0.786
C -0.288 2.111 -0.120
N -0.226 3.236 0.125
N -1.623 0.155 -0.688
O -2.546 0.926 -0.583
O -1.709 -0.986 -1.087
F -0.943 -0.295 2.375
*
```

These are the Mulliken partial charges, in e, on atoms 1 to 4: number 1, C, carries -0.268; number 2, H, carries 0.290; number 3, Cl, carries -0.332; number 4, C, carries 0.350

[2]
ORCA calculation (ωB97M-V/def2-TZVPD) on an isolated molecule of C7H8N2O3 at a distorted geometry.

## Properties
M: 168.15 Da
ΔE to the lowest compared entry with this formula, charge and spin: 421.45 kJ/mol
HOMO level: -9.133 eV
Kohn-Sham gap: 9.9 eV
E_LUMO: 0.757 eV

ORCA input file:
```
! wB97M-V def2-TZVPD RIJCOSX def2/J DEFGRID3
* xyz 0 1
N -1.839 -1.650 0.526
C -1.870 -0.489 -0.261
O -1.023 0.551 0.093
C 0.365 0.434 0.101
C 1.027 -0.546 -0.630
C 2.366 -0.460 -0.779
C 3.130 0.478 -0.144
C 2.475 1.396 0.643
C 1.100 1.454 0.665
N -3.211 0.307 -0.250
O -3.891 0.089 0.709
O -3.371 1.023 -1.180
H -2.494 -2.302 0.373
H -1.751 -1.492 1.608
H -1.895 -0.773 -1.294
H 0.534 -1.459 -1.122
H 2.690 -1.238 -1.409
H 4.133 0.439 -0.283
H 2.953 1.939 1.413
H 0.571 2.297 1.221
*
```

These are the Mulliken partial charges, in e, on atoms 1 to 4: number 1, N, carries -0.483; number 2, C, carries -0.050; number 3, O, carries -0.292; number 4, C, carries 0.608

[3]
ORCA calculation (ωB97M-V/def2-TZVPD) on a cluster of 2 separate species, CH2O2S in total at a distorted geometry.

## Properties
M: 78.09 Da
ΔE to the lowest compared entry with this formula, charge and spin: 396.33 kJ/mol
HOMO level (alpha / beta): -9.238 / -9.236 eV
Kohn-Sham gap (alpha / beta): 8.8 / 8.8 eV
E_LUMO (alpha / beta): -0.430 / -0.433 eV

ORCA input file:
```
! wB97M-V def2-TZVPD RIJCOSX def2/J DEFGRID3
* xyz 0 1
C -0.554 -0.965 1.270
O -0.160 -1.504 2.214
O -1.246 0.797 0.238
S -0.344 0.558 -0.974
H -0.215 -1.112 0.068
H 0.898 1.258 -0.413
*
```

These are the Mulliken partial charges, in e, on atoms 1 to 4: number 1, C, carries 0.318; number 2, O, carries -0.208; number 3, O, carries -0.458; number 4, S, carries -0.009

[4]
ORCA calculation (ωB97M-V/def2-TZVPD) on an isolated molecule of C5H12O.

## Properties
M: 88.15 Da
ΔE to the lowest compared entry with this formula, charge and spin: 55.47 kJ/mol
HOMO level: -9.516 eV
Kohn-Sham gap: 10.5 eV
E_LUMO: 0.942 eV

ORCA input file:
```
! wB97M-V def2-TZVPD RIJCOSX def2/J DEFGRID3
* xyz 0 1
C 2.108 -0.212 -0.338
O 1.081 -0.235 0.625
C -0.275 -0.005 0.220
C -0.407 1.033 -0.901
C -0.897 -1.336 -0.208
C -0.955 0.523 1.482
H 2.740 0.673 -0.192
H 1.739 -0.183 -1.368
H 2.733 -1.106 -0.225
H -0.169 0.620 -1.886
H -1.438 1.399 -0.947
H 0.246 1.892 -0.714
H -0.344 -1.770 -1.049
H -0.867 -2.048 0.623
H -1.940 -1.208 -0.521
H -0.741 -0.141 2.324
H -0.575 1.519 1.730
H -2.041 0.585 1.346
*
```

These are the Mulliken partial charges, in e, on atoms 1 to 4: number 1, C, carries -0.725; number 2, O, carries -0.428; number 3, C, carries 1.663; number 4, C, carries -1.607

[5]
ORCA calculation (ωB97M-V/def2-TZVPD) on an isolated molecule of C4H7N3O at a distorted geometry.

## Properties
M: 113.12 Da
ΔE to the lowest compared entry with this formula, charge and spin: 601.73 kJ/mol
HOMO level: -9.575 eV
Kohn-Sham gap: 9.8 eV
E_LUMO: 0.255 eV

ORCA input file:
```
! wB97M-V def2-TZVPD RIJCOSX def2/J DEFGRID3
* xyz 0 1
H 3.843 0.183 0.436
N 2.836 -0.155 -0.087
C 1.637 0.525 -0.392
N 0.450 -0.055 -0.281
O 0.566 -1.415 0.222
C -0.684 0.384 0.467
C -1.189 1.825 0.076
C -1.710 -0.507 -0.102
N -2.621 -1.139 -0.297
H 1.589 1.671 -0.271
H 1.499 -1.395 0.852
H -0.634 0.165 1.664
H -1.958 2.233 0.721
H -1.413 1.888 -1.033
H -0.426 2.652 0.222
*
```

These are the Mulliken partial charges, in e, on atoms 1 to 4: number 1, H, carries 0.249; number 2, N, carries -0.693; number 3, C, carries 0.207; number 4, N, carries -0.033

[6]
ORCA calculation (ωB97M-V/def2-TZVPD) on an isolated molecule of C2H7N5 at a distorted geometry.

## Properties
M: 101.11 Da
ΔE to the lowest compared entry with this formula, charge and spin: 310.84 kJ/mol
HOMO level: -8.480 eV
Kohn-Sham gap: 9.2 eV
E_LUMO: 0.702 eV

ORCA input file:
```
! wB97M-V def2-TZVPD RIJCOSX def2/J DEFGRID3
* xyz 0 1
N -2.836 -0.156 -0.439
N -2.069 0.627 0.500
C -0.921 0.152 0.738
N -0.309 -0.981 0.203
C 0.985 -1.113 0.091
N 2.106 -0.216 0.141
N 1.889 1.144 -0.300
H -3.277 0.533 -1.049
H -2.172 -0.747 -0.932
H -0.392 0.569 1.635
H 1.286 -2.119 0.201
H 2.828 -0.722 -0.523
H 0.948 1.123 -0.709
H 1.934 1.907 0.443
*
```

These are the Mulliken partial charges, in e, on atoms 1 to 4: number 1, N, carries -0.429; number 2, N, carries -0.422; number 3, C, carries 0.067; number 4, N, carries -0.608

[7]
ORCA calculation (ωB97M-V/def2-TZVPD) on a cluster of 11 separate species, C3H29NO11S in total at a distorted geometry.

## Properties
M: 287.33 Da
HOMO level (alpha / beta): 0.072 / -6.312 eV
Expectation value of S²: 0.751
Kohn-Sham gap (alpha / beta): 2.8 / 9.0 eV
E_LUMO (alpha / beta): 2.824 / 2.661 eV

ORCA input file:
```
! wB97M-V def2-TZVPD RIJCOSX def2/J DEFGRID3
* xyz -1 2
C 2.162 -2.148 -0.663
O 1.306 -1.468 -1.603
C 3.127 -1.275 0.225
C 2.779 -1.292 1.726
S 3.274 0.262 2.707
N 2.921 0.126 -0.260
H 1.566 -2.915 -0.116
H 3.010 -2.631 -1.246
H 0.700 -0.914 -1.073
H 4.095 -1.740 0.118
H 3.182 -2.212 2.123
H 1.747 -1.542 2.039
H 3.846 0.916 1.673
H 1.975 0.449 -0.391
H 3.461 0.312 -1.136
H -1.418 0.802 0.216
H -0.963 1.235 -1.250
O -0.701 0.735 -0.452
H -0.043 -1.583 -3.573
H -1.528 -1.903 -3.268
O -0.849 -1.223 -3.234
H 0.374 3.033 2.606
H -0.418 2.430 3.869
O -0.497 2.777 2.997
H 0.023 1.754 -3.415
H -1.507 1.824 -3.587
O -0.765 2.211 -3.114
H -2.377 -0.571 1.230
H -1.439 -1.013 0.246
O -2.226 -1.318 0.669
H -3.233 -1.873 -1.086
H -3.731 -0.813 -2.015
O -3.359 -1.730 -2.014
H -1.500 -3.383 1.308
H -0.365 -2.247 1.134
O -0.589 -3.161 1.308
H 0.884 2.336 0.518
H 0.471 3.546 -0.233
O 0.998 3.325 0.540
H -1.485 0.823 2.546
H -2.280 0.957 3.860
O -1.753 0.370 3.334
H -2.356 3.145 -1.520
H -3.502 3.104 -0.607
O -3.019 2.484 -1.137
*
```

These are the Mulliken partial charges, in e, on atoms 1 to 4: number 1, C, carries -0.668; number 2, O, carries -0.304; number 3, C, carries 0.205; number 4, C, carries -0.915

[8]
ORCA calculation (ωB97M-V/def2-TZVPD) on a structure of composition C22H28CoN8O3S2 at a distorted geometry.

## Properties
M: 575.59 Da
ΔE to the lowest compared entry with this formula, charge and spin: 0.00 kJ/mol
HOMO level: -10.296 eV
Kohn-Sham gap: 6.9 eV
E_LUMO: -3.387 eV

ORCA input file:
```
! wB97M-V def2-TZVPD RIJCOSX def2/J DEFGRID3
* xyz 1 1
Co 0.428 -1.081 -0.572
C -4.696 -2.881 0.153
C -3.651 -3.983 0.066
N -2.501 -3.726 0.923
C -1.451 -2.973 0.602
S -1.263 -2.406 -1.049
N -0.596 -2.678 1.554
N 0.407 -1.876 1.133
C 1.286 -1.459 1.979
C 1.313 -1.828 3.415
C 2.235 -0.488 1.413
C 3.210 0.168 2.147
C 4.030 1.079 1.499
C 3.869 1.308 0.141
C 2.868 0.623 -0.526
N 2.082 -0.246 0.098
H -5.515 -3.083 -0.537
H -4.256 -1.916 -0.101
H -5.107 -2.813 1.160
H -3.295 -4.105 -0.957
H -4.067 -4.944 0.367
H -2.571 -3.959 1.903
H 0.634 -2.652 3.608
H 0.990 -0.965 4.004
H 2.323 -2.101 3.722
H 3.311 -0.023 3.205
H 4.793 1.610 2.053
H 4.495 2.007 -0.392
H 2.681 0.760 -1.584
N -0.981 6.942 0.693
C -1.068 5.584 0.805
C 0.068 4.823 1.128
C -0.020 3.452 1.229
C -1.235 2.815 0.998
C -2.365 3.552 0.670
C -2.284 4.925 0.578
S -1.341 1.082 1.155
O -0.557 0.661 2.284
O -2.708 0.670 1.047
N -0.479 0.531 -0.153
C -0.810 0.783 -1.443
N -0.073 -0.078 -2.203
C -0.296 -0.108 -3.510
C -1.189 0.776 -4.083
C -1.849 1.650 -3.226
N -1.685 1.658 -1.906
H -0.154 7.420 0.998
H -1.816 7.492 0.607
H 1.011 5.322 1.312
H 0.852 2.870 1.501
H -3.299 3.040 0.487
H -3.166 5.502 0.330
H 0.259 -0.831 -4.096
H -1.367 0.788 -5.147
H -2.554 2.373 -3.620
C 3.732 -3.508 -2.259
C 2.824 -3.086 -1.129
O 1.697 -2.329 -1.638
H 4.600 -4.031 -1.859
H 4.079 -2.641 -2.821
H 3.223 -4.190 -2.942
H 3.331 -2.422 -0.434
H 2.445 -3.943 -0.568
H 1.187 -2.914 -2.214
*
```

These are the Mulliken partial charges, in e, on atoms 1 to 4: number 1, Co, carries -1.039; number 2, C, carries -0.799; number 3, C, carries -0.624; number 4, N, carries -0.178

[9]
ORCA calculation (ωB97M-V/def2-TZVPD) on a structure of composition C23H21I2N6O10Ru at a distorted geometry.

## Properties
M: 896.33 Da
ΔE to the lowest compared entry with this formula, charge and spin: 171.75 kJ/mol
HOMO level (alpha / beta): -14.419 / -14.437 eV
Expectation value of S²: 0.762
Kohn-Sham gap (alpha / beta): 6.4 / 6.8 eV
E_LUMO (alpha / beta): -8.019 / -7.664 eV

ORCA input file:
```
! wB97M-V def2-TZVPD RIJCOSX def2/J DEFGRID3
* xyz 2 2
Ru 1.399 0.473 -0.297
I 2.808 1.466 2.094
C 4.421 0.083 1.839
I 4.363 -0.848 -0.065
H 4.330 -0.678 2.603
H 5.347 0.637 1.923
O -5.075 4.866 1.305
C -4.500 3.658 1.365
O -5.111 2.678 1.667
C -3.037 3.553 1.008
C -2.493 4.244 -0.069
C -1.204 3.966 -0.491
C -0.456 2.995 0.171
C -0.980 2.352 1.287
C -2.267 2.625 1.699
N 0.785 2.567 -0.370
C 1.604 3.341 -0.955
C 2.622 2.753 -1.788
C 3.523 3.486 -2.530
C 4.351 2.813 -3.422
C 4.212 1.443 -3.564
C 3.289 0.773 -2.773
N 2.537 1.418 -1.888
H -4.455 5.584 1.123
H -3.083 4.961 -0.627
H -0.800 4.469 -1.362
H -0.390 1.618 1.816
H -2.696 2.101 2.543
H 1.510 4.422 -0.900
H 3.567 4.562 -2.422
H 5.077 3.357 -4.010
H 4.811 0.886 -4.271
H 3.139 -0.294 -2.858
O -3.297 -5.285 -1.949
N -3.637 -4.530 -1.068
O -4.606 -4.642 -0.353
C -2.780 -3.351 -0.836
C -3.080 -2.482 0.203
C -2.253 -1.413 0.429
C -1.185 -1.058 -0.434
O -0.631 0.109 -0.351
C -0.876 -2.043 -1.402
C -1.668 -3.168 -1.608
N 0.312 -1.923 -2.194
O 1.040 -0.907 -2.063
O 0.607 -2.781 -2.971
N -2.470 -0.637 1.659
O -3.595 -0.527 2.069
O -1.469 -0.228 2.234
H -3.934 -2.665 0.843
H -1.415 -3.888 -2.375
C 0.022 -3.958 2.960
N 0.658 -3.223 1.867
C 1.151 -4.015 0.742
C 0.797 -1.922 1.911
O 1.374 -1.246 1.019
H -0.734 -4.630 2.555
H -0.450 -3.268 3.656
H 0.761 -4.553 3.494
H 1.673 -4.892 1.121
H 1.835 -3.422 0.143
H 0.318 -4.349 0.123
H 0.385 -1.436 2.795
*
```

These are the Mulliken partial charges, in e, on atoms 1 to 4: number 1, Ru, carries 0.724; number 2, I, carries 0.270; number 3, C, carries -0.893; number 4, I, carries 0.235

[10]
ORCA calculation (ωB97M-V/def2-TZVPD) on an isolated molecule of C4H8ClF at a distorted geometry.

## Properties
M: 110.56 Da
ΔE to the lowest compared entry with this formula, charge and spin: 100.80 kJ/mol
HOMO level: -10.715 eV
Kohn-Sham gap: 11.6 eV
E_LUMO: 0.861 eV

ORCA input file:
```
! wB97M-V def2-TZVPD RIJCOSX def2/J DEFGRID3
* xyz 0 1
C -0.303 0.390 1.397
C 0.233 -0.237 0.004
C 1.173 0.617 -0.704
Cl 1.089 -1.823 0.271
C -1.045 -0.611 -0.843
F -1.964 -1.245 0.032
H 0.549 0.675 1.919
H -0.984 1.133 1.312
H -0.790 -0.254 2.102
H 2.022 0.770 -0.083
H 0.725 1.505 -0.815
H 1.594 0.266 -1.688
H -0.750 -1.356 -1.603
H -1.551 0.170 -1.298
*
```

These are the Mulliken partial charges, in e, on atoms 1 to 4: number 1, C, carries -1.556; number 2, C, carries 1.006; number 3, C, carries -1.543; number 4, Cl, carries -0.214

[11]
ORCA calculation (ωB97M-V/def2-TZVPD) on a cluster of 2 separate species, C5H12Cl2Si in total at a distorted geometry.

## Properties
M: 171.14 Da
ΔE to the lowest compared entry with this formula, charge and spin: 691.98 kJ/mol
HOMO level: -8.679 eV
Kohn-Sham gap: 7.6 eV
E_LUMO: -1.120 eV

ORCA input file:
```
! wB97M-V def2-TZVPD RIJCOSX def2/J DEFGRID3
* xyz 0 1
C 0.968 1.348 1.553
C 1.051 -1.190 1.081
C 2.399 0.322 -0.265
C -4.325 -0.084 0.123
C 1.031 0.254 0.498
Si -0.620 0.315 -0.670
Cl -4.445 -0.069 -1.575
Cl -6.003 -0.580 0.763
H 1.625 1.214 2.519
H 1.307 2.163 1.052
H -0.083 1.645 1.908
H 1.260 -1.882 0.281
H 0.089 -1.241 1.624
H 1.839 -1.211 1.891
H 2.805 1.353 -0.554
H 3.283 0.047 0.363
H 2.385 -0.295 -1.178
H -3.472 -0.728 0.304
H -4.210 0.910 0.572
H 0.163 0.571 -1.993
*
```

These are the Mulliken partial charges, in e, on atoms 1 to 4: number 1, C, carries -1.555; number 2, C, carries -1.625; number 3, C, carries -1.395; number 4, C, carries -0.193

[12]
ORCA calculation (ωB97M-V/def2-TZVPD) on a cluster of 2 separate species, C5H14 in total at a distorted geometry.

## Properties
M: 74.17 Da
ΔE to the lowest compared entry with this formula, charge and spin: 31.37 kJ/mol
HOMO level: -11.370 eV
Kohn-Sham gap: 12.5 eV
E_LUMO: 1.122 eV

ORCA input file:
```
! wB97M-V def2-TZVPD RIJCOSX def2/J DEFGRID3
* xyz 0 1
C 0.531 -0.244 2.812
C -0.632 -0.957 2.132
C -1.472 0.045 1.353
H 1.262 -0.945 3.229
H 1.046 0.492 2.192
H 0.256 0.380 3.674
H -1.211 -1.478 2.896
H -0.251 -1.720 1.453
H -2.194 -0.419 0.667
H -0.856 0.709 0.754
H -2.152 0.592 2.011
C 0.237 0.431 -2.294
C 1.193 0.384 -3.507
H -0.497 1.228 -2.449
H -0.269 -0.517 -2.140
H 0.698 0.765 -1.365
H 2.189 0.717 -3.211
H 0.845 1.126 -4.225
H 1.279 -0.587 -3.982
*
```

These are the Mulliken partial charges, in e, on atoms 1 to 4: number 1, C, carries -1.131; number 2, C, carries -0.119; number 3, C, carries -1.051; number 4, H, carries 0.321

- Which value of M does entry 4 give?
  88.15 Da

- Which of these has the lowest M?
  C5H14

- M of number 5 (C4H7N3O)?
  113.12 Da

- Among the records above, which one has the highest M?
  C23H21I2N6O10Ru